# 1
# C25H36N2O2

One molecule with the formula C25H36N2O2 (wB97M-V/def2-TZVPD, the OMol25 dataset).

```
65
Properties=species:S:1:pos:R:3:lowdin_charge:R:1
C -0.19402 -2.04912 3.02834 -0.079
H 0.76408 -2.24013 3.50474 0.077
H -0.87744 -2.85772 3.27586 0.071
H -0.60433 -1.12584 3.42797 0.056
C -0.01682 -1.98128 1.51526 -0.248
N 1.07983 -1.11073 1.12383 -0.160
C 0.89671 0.29505 1.43772 -0.142
C -0.22290 1.05512 0.68998 -0.268
C 0.25508 2.44106 0.25410 -0.160
C -0.86935 3.18541 -0.45826 -0.170
C -2.11273 3.23833 0.42584 -0.195
N -2.51010 1.89358 0.77459 -0.180
C -3.85550 1.76165 1.29886 -0.179
H -3.84649 1.16245 2.21462 0.121
C -4.75704 1.05991 0.26114 -0.124
C -4.12480 -0.23972 -0.13864 -0.236
C -4.38568 -1.41051 0.55629 -0.054
C -3.71950 -2.57894 0.22307 -0.084
C -2.78523 -2.58677 -0.79192 -0.030
C -2.51498 -1.41387 -1.49721 -0.277
C -3.19276 -0.24833 -1.16951 0.017
H -3.00203 0.67429 -1.69259 0.108
O -1.56439 -1.51313 -2.47514 -0.096
C -1.28434 -0.37751 -3.25444 -0.092
H -0.51909 -0.68852 -3.96482 0.096
H -2.16897 -0.03662 -3.80231 0.098
H -0.89850 0.44795 -2.64552 0.072
H -2.24992 -3.48451 -1.05772 0.118
H -3.92511 -3.49054 0.76479 0.104
H -5.10851 -1.41024 1.35925 0.110
H -5.74321 0.89606 0.69813 0.113
H -4.86097 1.70837 -0.60965 0.113
H -4.28370 2.74037 1.54836 0.118
C -1.48547 1.21644 1.53889 -0.152
H -1.86920 0.23447 1.81970 0.112
H -1.23249 1.77106 2.46461 0.137
H -2.93227 3.71478 -0.11826 0.121
H -1.89602 3.84819 1.32470 0.126
H -1.11971 2.66477 -1.38460 0.101
H -0.55440 4.19935 -0.71217 0.110
H 1.12243 2.34838 -0.40372 0.106
H 0.56226 3.00688 1.13790 0.123
H -0.50466 0.49043 -0.20242 0.123
H 1.85070 0.78343 1.22106 0.114
H 0.73384 0.37272 2.51464 0.118
C 1.47776 -1.35515 -0.25786 -0.146
C 2.68402 -0.54694 -0.64699 -0.218
C 2.67063 0.28183 -1.75640 -0.057
C 3.80041 1.01471 -2.08779 -0.077
C 4.93894 0.93068 -1.31604 -0.011
C 4.96303 0.09879 -0.19451 -0.265
C 3.83436 -0.63989 0.12977 0.021
H 3.80856 -1.28757 0.99117 0.114
O 6.13232 0.08288 0.50736 -0.085
C 6.21471 -0.73411 1.64909 -0.091
H 7.21770 -0.58539 2.04646 0.092
H 6.07819 -1.79095 1.39784 0.095
H 5.47831 -0.44379 2.40552 0.096
H 5.82494 1.49658 -1.55627 0.115
H 3.78886 1.65989 -2.95405 0.104
H 1.78180 0.35359 -2.36571 0.100
H 1.73441 -2.41885 -0.32860 0.132
H 0.65990 -1.17354 -0.97310 0.109
H -0.96883 -1.69811 1.03803 0.097
H 0.23559 -2.98443 1.15857 0.118
```

Results
Charge = 0
SMILES = CCN(Cc1cccc(OC)c1)C[C@@H]1CCCN(CCc2cccc(OC)c2)C1
HOMO = -8.05 eV
DFT total energy = -33584.0316 eV
Orbital gap = 8.844 eV


# 2
# C25H36O6

One molecule with the formula C25H36O6 (wB97M-V/def2-TZVPD, the OMol25 dataset).

```
67
Properties=species:S:1:pos:R:3:lowdin_charge:R:1
C -6.22690 1.19985 -3.70567 -0.109
C -4.88111 1.68802 -3.18691 -0.245
C -3.72379 0.89750 -3.81028 -0.090
C -2.41291 1.45656 -3.32643 -0.474
O -1.94231 2.51626 -3.66134 0.136
O -1.83044 0.65605 -2.43745 0.068
C -0.58677 1.13899 -1.89097 -0.293
C 0.26501 1.61533 -3.06680 -0.314
O 0.38122 0.92650 -4.05548 0.120
C 1.03458 2.91913 -2.98099 -0.188
O 1.92232 3.03200 -4.05227 -0.036
H 1.61871 2.40672 -4.73192 0.088
H 1.61238 2.97609 -2.05317 0.124
H 0.30086 3.73904 -2.99537 0.139
C -0.89511 2.14769 -0.77452 -0.053
H -0.14292 2.93047 -0.73103 0.114
H -1.85099 2.62869 -0.97988 0.129
C -0.93160 1.34193 0.53639 -0.098
H -0.14589 1.68548 1.20670 0.112
H -1.88245 1.46903 1.05073 0.120
C -0.71249 -0.12718 0.14428 -0.205
C -0.04905 -1.00513 1.21293 -0.225
C -0.87630 -0.98348 2.49441 -0.133
C -0.31263 -2.00016 3.47762 -0.124
C 1.10971 -1.67190 3.80103 -0.153
C 1.51815 -1.66119 5.07581 0.042
C 2.89590 -1.46154 5.52212 -0.403
O 3.20566 -1.47942 6.69559 0.077
C 3.90257 -1.27921 4.41278 -0.097
C 3.26520 -0.64200 3.18687 -0.127
H 4.00753 -0.53034 2.40031 0.108
H 2.91847 0.35726 3.46346 0.134
C 2.06234 -1.43878 2.64790 -0.371
C 2.51213 -2.82505 2.15474 -0.001
H 1.71712 -3.31589 1.59884 0.086
H 3.38543 -2.72846 1.51624 0.092
H 2.76834 -3.46088 2.99856 0.093
C 1.40924 -0.61346 1.49578 -0.146
H 1.43607 0.43156 1.81812 0.151
C 2.17693 -0.69830 0.16201 -0.317
C 1.54795 0.24647 -0.87102 -0.046
H 1.64436 1.26055 -0.48045 0.135
C 0.08120 -0.07114 -1.16969 -0.351
C -0.04215 -1.34279 -2.00401 0.011
H 0.47217 -2.17040 -1.52472 0.083
H -1.08679 -1.61162 -2.13200 0.093
H 0.39205 -1.18639 -2.98862 0.089
H 2.12651 0.18719 -1.79797 0.141
O 3.53340 -0.34418 0.34204 -0.018
H 3.94782 -0.26873 -0.52492 0.107
H 2.12515 -1.73039 -0.21486 0.143
H 4.73104 -0.67009 4.77862 0.126
H 4.30949 -2.26418 4.17088 0.125
H 0.80828 -1.84728 5.87156 0.121
H -0.90846 -2.02501 4.39113 0.119
H -0.35318 -2.99578 3.02554 0.130
H -0.84641 0.00904 2.94588 0.128
H -1.91710 -1.22194 2.26732 0.125
H -0.05605 -2.03168 0.82902 0.150
H -1.69000 -0.56569 -0.08201 0.155
H -3.78992 -0.15543 -3.53809 0.126
H -3.75997 0.99997 -4.89561 0.134
H -4.84648 1.58009 -2.10031 0.115
H -4.75350 2.74542 -3.42577 0.115
H -6.36935 0.14753 -3.47050 0.073
H -6.28739 1.32222 -4.78432 0.074
H -7.03489 1.76647 -3.24983 0.071
```

Results
Charge = 0
SMILES = CCCC(=O)O[C@@]1(C(=O)CO)CC[C@@H]2[C@@H]3CCC4=CC(=O)CC[C@]4(C)[C@H]3[C@H](O)C[C@@]21C
HOMO = -9.22 eV
DFT total energy = -38795.5922 eV
Orbital gap = 9.644 eV


# 3
# C25H36OP2ScSi

C25H36OP2ScSi as an isolated structure in a non-equilibrium geometry (wB97M-V/def2-TZVPD, the OMol25 dataset).

```
66
Properties=species:S:1:pos:R:3:lowdin_charge:R:1
Sc -0.16415 0.10667 -2.41008 0.415
H -1.44629 -0.10342 -1.04235 0.059
H -1.28571 0.69546 -0.98308 0.054
P -0.24684 -2.41839 -2.20631 0.756
P -0.23547 2.66554 -2.24246 0.754
C 1.21750 3.68453 -1.83964 -0.221
H 1.03955 4.71315 -2.17736 0.064
H 1.41379 3.67868 -0.76041 0.027
H 2.09462 3.27308 -2.35456 0.063
C -0.56721 3.10192 -3.99003 -0.263
H -1.54165 2.69107 -4.28970 0.049
H -0.56887 4.19522 -4.08818 0.059
H 0.21577 2.65876 -4.62071 0.043
C -1.55965 3.51262 -1.32745 -0.243
H -1.41198 3.43899 -0.24399 0.021
H -1.57430 4.57125 -1.61966 0.064
H -2.52225 3.04948 -1.57576 0.052
C -0.38191 -2.84410 -3.98844 -0.268
H -0.41211 -3.93650 -4.09584 0.060
H -1.29965 -2.40204 -4.40101 0.049
H 0.48341 -2.43186 -4.52429 0.042
C 1.10350 -3.52001 -1.65791 -0.237
H 1.12531 -3.57488 -0.56159 0.046
H 0.95075 -4.52404 -2.07970 0.064
H 2.06353 -3.11958 -2.01162 0.060
C -1.67717 -3.29465 -1.49110 -0.249
H -2.60094 -2.78987 -1.79711 0.053
H -1.68756 -4.33328 -1.84820 0.064
H -1.63286 -3.28024 -0.39636 0.021
C 1.10054 0.26257 -0.57276 -0.497
O 2.18995 0.69393 -0.88888 -0.067
H 1.17257 0.16650 -3.57858 -0.094
C -0.76021 4.25278 2.22079 -0.084
C 0.54721 3.93929 1.83768 -0.085
C 0.91383 2.61090 1.61612 -0.098
C -0.02361 1.58800 1.80665 -0.252
C -1.29403 1.89894 2.31732 -0.086
C -1.68406 3.23152 2.44748 -0.083
Si 0.39405 -0.11111 1.23335 0.679
C 1.91044 -0.84021 2.00211 -0.276
C 2.78210 -1.58254 1.19126 -0.098
C 4.03156 -1.98316 1.68177 -0.066
C 4.41929 -1.62841 2.97776 -0.073
C 3.52725 -0.93504 3.80171 -0.074
C 2.26415 -0.55942 3.33147 -0.079
C -1.07445 -1.22034 1.46564 -0.258
C -0.89238 -2.44887 2.12711 -0.081
C -1.97289 -3.30892 2.34563 -0.069
C -3.25376 -2.95894 1.89555 -0.070
C -3.44792 -1.72408 1.26904 -0.080
C -2.37828 -0.85440 1.07685 -0.159
H -1.04735 5.29517 2.36360 0.113
H 1.28742 4.73109 1.71080 0.114
H 1.92825 2.36487 1.29353 0.117
H -1.98241 1.10111 2.60161 0.099
H -2.71145 3.46465 2.74357 0.114
H 2.49805 -1.82183 0.16650 0.073
H 4.70237 -2.55964 1.04390 0.107
H 5.41194 -1.89199 3.34060 0.108
H 3.81528 -0.68897 4.82302 0.107
H 1.56453 -0.03445 3.98462 0.110
H 0.10027 -2.71697 2.48462 0.104
H -1.81170 -4.25721 2.86207 0.114
H -4.09339 -3.64352 2.03526 0.113
H -4.44674 -1.41377 0.94180 0.115
H -2.57761 0.11892 0.62433 0.080
```

Results
Charge = +1
HOMO = -9.49 eV
DFT total energy = -75703.9534 eV
Orbital gap = 5.917 eV


Q: orbital gap of number 3 (C25H36OP2ScSi)?
A: 5.917 eV


Q: Look up the charge of the first one.
A: 0